1.
{
  "formula": "C26H38F5O6Zn",
  "method": "wB97M-V/def2-TZVPD",
  "gap_ev": 2.9,
  "lumo_ev": -1.575,
  "energy_ev": -101857.36048,
  "spin_multiplicity": 1,
  "e_homo_ev": -4.44,
  "charge": -1,
  "species": ["Zn", "C", "O", "O", "C", "F", "F", "F", "C", "C", "H", "H", "H", "H", "H", "H", "C", "C", "O", "H", "H", "H", "H", "H", "C", "C", "O", "H", "H", "H", "H", "H", "F", "C", "C", "C", "C", "C", "C", "H", "H", "H", "H", "H", "F", "C", "C", "C", "C", "C", "C", "H", "H", "H", "H", "H", "C", "C", "O", "C", "H", "H", "H", "H", "H", "H", "C", "C", "O", "C", "H", "H", "H", "H", "H", "H"],
  "positions_angstrom": [[4.138, -0.290, -2.467], [3.407, -1.099, -6.797], [4.597, -0.379, -6.688], [3.023, -1.300, -5.455], [2.403, -0.660, -7.918], [2.790, 0.522, -8.391], [2.226, -1.549, -8.871], [1.100, -0.564, -7.472], [5.681, -0.618, -7.516], [6.705, 0.514, -7.215], [7.087, 0.430, -6.198], [7.564, 0.351, -7.866], [6.338, 1.540, -7.230], [5.474, -0.721, -8.581], [6.169, -1.560, -7.265], [3.867, -2.075, -6.948], [3.331, 5.352, -4.127], [2.884, 4.668, -2.879], [3.809, 3.657, -2.484], [3.487, 4.781, -5.042], [4.306, 5.815, -3.968], [2.616, 6.073, -4.523], [1.858, 4.362, -3.078], [2.762, 5.380, -2.062], [-0.090, -0.451, 0.555], [1.066, -0.946, 1.388], [2.301, -0.907, 0.705], [-0.046, -0.992, -0.391], [-0.061, 0.621, 0.358], [-1.082, -0.636, 0.965], [0.811, -1.920, 1.805], [1.055, -0.178, 2.161], [-8.198, -1.631, -3.339], [-7.243, -1.011, -4.021], [-5.954, -1.194, -3.703], [-4.943, -0.472, -4.295], [-5.351, 0.397, -5.287], [-6.673, 0.406, -5.821], [-7.601, -0.285, -5.147], [-5.778, -1.927, -2.930], [-3.917, -0.502, -3.957], [-4.681, 0.985, -5.897], [-6.901, 1.015, -6.683], [-8.640, -0.376, -5.426], [-3.340, -7.192, 3.072], [-3.816, -7.070, 4.324], [-4.218, -8.241, 4.971], [-4.815, -8.058, 6.184], [-4.904, -6.790, 6.822], [-4.587, -5.621, 6.128], [-3.922, -5.796, 4.861], [-4.167, -9.254, 4.599], [-5.155, -8.896, 6.775], [-5.433, -6.699, 7.760], [-4.703, -4.636, 6.556], [-3.647, -4.954, 4.244], [2.390, 1.547, 8.398], [2.920, 0.577, 7.381], [3.597, 0.930, 6.467], [2.442, -0.832, 7.542], [2.680, 1.200, 9.390], [1.338, 1.798, 8.262], [2.851, 2.528, 8.282], [2.658, -1.403, 6.639], [1.358, -0.747, 7.613], [2.690, -1.461, 8.396], [-0.623, 5.115, 3.660], [0.716, 5.289, 4.360], [1.725, 4.764, 3.917], [0.845, 6.317, 5.568], [-1.466, 5.549, 4.198], [-0.802, 4.054, 3.485], [-0.708, 5.638, 2.708], [1.881, 6.381, 5.901], [0.051, 6.043, 6.263], [0.465, 7.295, 5.273]],
  "forces_ev_per_a": [[-0.81, 0.33, -0.39], [1.34, -2.78, 4.08], [0.02, 2.56, -0.51], [-1.13, 0.92, -1.72], [-1.37, 0.21, 2.66], [-0.31, 0.15, -0.77], [1.30, -0.72, -1.55], [0.96, 0.89, 0.50], [1.01, 0.88, 0.31], [0.06, -0.84, 0.07], [-0.11, -0.40, 0.13], [0.07, 0.39, -0.18], [-0.32, -0.19, -0.67], [-0.41, 0.47, -0.26], [0.07, -0.42, 0.28], [-0.91, -1.04, -1.64], [0.72, 1.01, -1.34], [1.62, -1.84, 0.01], [-1.65, 0.98, -0.31], [-0.05, -1.05, 0.43], [-0.05, 0.37, 0.09], [-0.14, 0.61, 0.53], [-0.43, -0.92, 0.27], [0.11, 0.34, 0.37], [-0.73, -0.07, -1.42], [1.45, 0.65, -0.88], [-1.34, -0.05, 0.75], [-0.14, 0.16, -0.27], [0.37, -0.03, -0.10], [0.04, -0.26, 0.46], [0.16, -0.32, 0.12], [0.58, -0.01, 0.90], [-0.65, -0.56, 0.48], [-0.32, 0.48, -1.57], [0.91, -1.18, 1.94], [-0.42, 1.11, -0.63], [-0.27, 0.20, -2.03], [2.18, 0.79, 0.61], [-2.15, -1.02, 0.84], [0.34, 0.05, 0.26], [0.00, -0.20, -0.08], [0.59, 0.08, 0.45], [-0.02, -0.07, -0.04], [-0.16, 0.33, -0.23], [0.28, 0.06, -0.12], [0.01, -0.10, -0.05], [-0.31, 0.65, 0.05], [0.18, 0.99, 2.02], [-0.93, 0.23, -1.17], [1.72, -1.58, -1.16], [-1.37, -0.11, 0.94], [0.27, 0.24, -0.56], [-0.05, -0.24, -0.15], [0.14, -0.17, 0.20], [-0.08, 0.00, -0.02], [0.14, 0.03, 0.03], [0.60, 1.16, 0.20], [-0.48, -0.08, 0.88], [0.79, 0.21, -0.90], [-0.83, -0.92, -0.67], [-0.65, -0.10, 0.19], [-0.23, -0.74, 0.33], [0.41, -0.12, -0.22], [0.12, 0.08, 0.02], [-0.27, -0.08, -0.08], [0.55, 0.57, 0.26], [-0.55, 0.07, 0.42], [1.77, 1.34, -0.33], [-1.36, 0.31, 0.73], [-1.19, -1.05, -1.58], [0.06, -0.23, 0.51], [0.02, 0.06, -0.05], [0.75, -0.11, -0.19], [-0.38, -0.23, 0.27], [0.56, -0.34, 0.74], [0.33, 0.18, -0.52]],
  "mulliken_charge": [0.576, -0.190, -0.197, -0.753, 0.936, -0.251, -0.287, -0.280, -0.254, -1.205, 0.272, 0.386, 0.312, 0.334, 0.295, 0.166, -0.937, -0.200, -0.580, 0.266, 0.254, 0.328, 0.235, 0.216, -0.960, -0.089, -0.595, 0.257, 0.261, 0.331, 0.233, 0.121, -0.303, 0.107, 0.003, -0.666, -0.307, -0.560, -0.102, 0.365, 0.401, 0.327, 0.366, 0.368, -0.288, 0.505, -0.441, -0.291, -0.493, -0.385, -0.385, 0.370, 0.320, 0.333, 0.366, 0.389, -1.079, 0.778, -0.519, -1.065, 0.335, 0.307, 0.300, 0.313, 0.300, 0.329, -0.951, 0.709, -0.524, -1.061, 0.305, 0.292, 0.291, 0.290, 0.320, 0.329]
}

***

2.
{
  "formula": "C26H38LiN5O2PS",
  "method": "wB97M-V/def2-TZVPD",
  "gap_ev": 6.3,
  "lumo_ev": 2.692,
  "e_above_lowest_ev": 0.180,
  "energy_ev": -59457.98170,
  "spin_multiplicity": 1,
  "e_homo_ev": -3.62,
  "charge": -1,
  "species": ["Li", "C", "C", "C", "P", "C", "C", "C", "C", "C", "C", "C", "C", "C", "C", "N", "C", "C", "C", "C", "C", "C", "C", "C", "C", "H", "H", "H", "H", "H", "H", "H", "H", "H", "H", "H", "H", "H", "H", "H", "H", "H", "H", "H", "H", "H", "H", "H", "H", "H", "H", "H", "H", "H", "H", "H", "C", "C", "N", "N", "C", "S", "N", "N", "H", "H", "H", "H", "H", "H", "O", "C", "O", "H"],
  "positions_angstrom": [[-0.342, 0.405, -1.379], [0.819, 3.098, 1.826], [-0.619, 2.708, 2.193], [-0.707, 2.434, 3.690], [-1.135, 1.368, 0.954], [-2.955, 1.765, 0.731], [-3.565, 0.686, -0.167], [-3.807, 1.952, 1.982], [-1.126, -0.234, 1.812], [-1.662, -0.512, 3.069], [-1.569, -1.757, 3.674], [-2.133, -2.000, 5.054], [-0.900, -2.765, 2.975], [-0.380, -2.549, 1.721], [-0.492, -1.285, 1.067], [-0.028, -1.060, -0.168], [0.476, -2.112, -0.943], [-0.406, -2.942, -1.667], [-1.889, -2.728, -1.533], [0.096, -3.909, -2.523], [1.464, -4.106, -2.682], [1.988, -5.142, -3.644], [2.323, -3.303, -1.951], [1.855, -2.320, -1.084], [2.844, -1.493, -0.304], [1.183, 3.912, 2.461], [0.861, 3.424, 0.786], [1.489, 2.243, 1.961], [-1.261, 3.562, 1.946], [-0.145, 1.536, 3.948], [-1.736, 2.306, 4.024], [-0.281, 3.275, 4.247], [-2.936, 2.708, 0.171], [-3.512, -0.289, 0.326], [-3.032, 0.631, -1.115], [-4.616, 0.906, -0.376], [-3.879, 1.016, 2.538], [-4.821, 2.248, 1.692], [-3.407, 2.729, 2.637], [-2.186, 0.265, 3.609], [-2.864, -1.233, 5.314], [-1.347, -1.981, 5.816], [-2.624, -2.974, 5.115], [-0.795, -3.745, 3.432], [0.127, -3.350, 1.195], [-2.144, -1.701, -1.805], [-2.216, -2.875, -0.501], [-2.437, -3.415, -2.178], [-0.601, -4.524, -3.088], [1.434, -6.079, -3.553], [3.043, -5.345, -3.457], [1.888, -4.791, -4.674], [3.397, -3.438, -2.051], [3.585, -2.138, 0.174], [2.324, -0.916, 0.459], [3.370, -0.803, -0.969], [3.676, 3.722, -1.069], [3.400, 2.862, -2.244], [3.908, 3.002, -3.422], [3.313, 2.009, -4.156], [2.428, 1.259, -3.455], [1.556, -0.036, -3.985], [2.521, 1.805, -2.201], [1.680, 1.460, -1.153], [4.430, 4.460, -1.330], [4.033, 3.131, -0.223], [2.758, 4.232, -0.772], [3.440, 1.960, -5.148], [2.172, 1.537, -0.274], [0.896, 2.145, -1.152], [-0.307, 3.479, -1.831], [-1.046, 2.769, -2.550], [-1.271, 1.536, -2.462], [-1.598, 3.302, -3.360]],
  "forces_ev_per_a": [[0.45, -0.05, 0.06], [-0.11, 0.08, 0.00], [0.22, -0.17, -0.20], [-0.06, 0.04, -0.10], [-0.51, 0.37, 0.51], [0.07, -0.13, -0.05], [0.08, 0.05, 0.03], [0.11, 0.04, -0.11], [0.14, 0.00, -0.04], [0.04, -0.18, -0.07], [-0.13, 0.00, 0.18], [0.13, 0.00, -0.12], [-0.04, 0.09, -0.03], [0.02, 0.01, -0.05], [0.08, -0.17, 0.10], [-0.20, -0.05, -0.22], [0.12, -0.35, 0.16], [0.00, 0.10, -0.03], [0.15, 0.00, 0.01], [0.00, 0.02, 0.04], [0.07, -0.06, -0.03], [-0.07, 0.14, 0.05], [-0.02, -0.04, 0.04], [-0.06, 0.02, 0.06], [-0.10, -0.06, -0.03], [0.01, -0.01, 0.01], [0.06, -0.01, 0.00], [0.02, 0.00, 0.00], [-0.03, -0.03, -0.03], [-0.02, -0.01, 0.06], [0.03, -0.05, 0.05], [0.01, 0.00, -0.01], [0.02, -0.01, 0.00], [-0.01, 0.00, -0.01], [-0.05, -0.03, -0.04], [0.00, 0.01, 0.01], [-0.03, 0.03, 0.03], [-0.02, 0.00, 0.04], [-0.04, -0.03, 0.04], [0.04, 0.05, 0.01], [-0.02, -0.02, 0.03], [-0.05, -0.01, 0.04], [-0.03, 0.01, 0.04], [0.00, -0.01, -0.02], [-0.02, -0.02, 0.02], [-0.10, -0.02, 0.00], [-0.02, 0.03, 0.00], [-0.03, 0.02, -0.01], [0.00, -0.01, 0.01], [0.02, -0.02, -0.03], [0.00, -0.03, -0.03], [0.03, -0.07, -0.02], [-0.01, -0.02, -0.02], [0.03, 0.03, 0.00], [0.04, 0.01, 0.01], [0.02, 0.02, 0.01], [-0.06, 0.00, -0.01], [-0.09, 0.11, 0.08], [0.09, 0.06, -0.09], [-0.13, 0.07, 0.24], [0.40, -0.17, -0.12], [-0.25, -0.15, -0.05], [0.09, 0.27, -0.10], [-0.66, 0.36, -0.11], [0.00, -0.01, -0.03], [-0.01, 0.02, 0.01], [0.01, -0.01, 0.05], [0.04, -0.09, -0.05], [0.09, -0.24, 0.00], [0.24, 0.12, 0.03], [0.18, -0.40, -0.09], [-0.30, 0.30, -0.01], [0.06, 0.32, -0.16], [0.05, -0.06, 0.06]],
  "mulliken_charge": [0.626, -1.511, 0.486, -1.697, 1.426, 0.210, -1.347, -1.508, 0.307, -0.113, 0.142, -1.761, -0.917, -0.662, -1.231, 0.949, -1.347, 1.823, -1.217, -1.169, 0.929, -1.579, -0.836, 1.420, -1.739, 0.519, 0.193, 0.205, 0.488, 0.352, 0.274, 0.474, 0.538, 0.196, 0.173, 0.545, 0.242, 0.487, 0.294, 0.165, 0.353, 0.314, 0.381, 0.344, 0.448, 0.060, 0.271, 0.438, 0.347, 0.364, 0.376, 0.279, 0.292, 0.517, 0.093, 0.234, -1.149, 0.929, -0.910, 0.192, 0.009, -0.432, 0.215, 0.155, 0.379, 0.290, 0.201, 0.191, 0.143, -0.133, -0.652, -0.085, -0.632, 0.347]
}

***

3.
{
  "formula": "C26H38N5",
  "method": "wB97M-V/def2-TZVPD",
  "gap_ev": 5.9,
  "lumo_ev": -4.028,
  "e_above_lowest_ev": 0.000,
  "energy_ev": -35022.51100,
  "spin_multiplicity": 1,
  "e_homo_ev": -9.93,
  "charge": 1,
  "species": ["C", "N", "C", "C", "C", "C", "C", "C", "C", "C", "C", "C", "C", "C", "C", "N", "C", "C", "C", "C", "C", "C", "C", "H", "H", "H", "H", "H", "H", "H", "H", "H", "H", "H", "H", "H", "H", "H", "H", "H", "H", "H", "H", "H", "H", "H", "H", "H", "C", "N", "C", "C", "N", "N", "C", "C", "H", "H", "H", "H", "H", "H", "H", "H", "H", "H", "H", "H", "H"],
  "positions_angstrom": [[-3.587, -2.996, 4.305], [-2.990, -3.444, 3.059], [-3.770, -4.479, 2.410], [-3.024, -5.170, 1.276], [-2.312, -4.181, 0.359], [-1.608, -3.090, 1.095], [-1.927, -2.833, 2.470], [-1.105, -1.900, 3.167], [-0.089, -1.237, 2.518], [0.069, -1.291, 1.088], [0.834, -0.364, 0.346], [1.508, 0.754, 0.916], [2.711, 1.231, 0.338], [3.512, 2.165, 0.971], [3.088, 2.777, 2.193], [3.832, 3.762, 2.770], [3.295, 4.531, 3.878], [5.004, 4.325, 2.138], [5.742, 3.326, 1.252], [4.802, 2.553, 0.335], [1.819, 2.410, 2.712], [1.045, 1.455, 2.080], [-0.629, -2.359, 0.446], [-2.971, -2.275, 4.845], [-4.576, -2.545, 4.125], [-3.747, -3.872, 4.952], [-4.058, -5.203, 3.186], [-4.714, -4.039, 2.040], [-2.286, -5.860, 1.698], [-3.731, -5.784, 0.712], [-1.581, -4.728, -0.253], [-3.029, -3.739, -0.351], [-1.254, -1.717, 4.233], [0.597, -0.633, 3.112], [0.932, -0.525, -0.728], [3.028, 0.793, -0.613], [2.942, 3.874, 4.683], [4.078, 5.199, 4.261], [2.440, 5.153, 3.567], [4.713, 5.207, 1.540], [5.658, 4.697, 2.938], [6.497, 3.856, 0.665], [6.278, 2.615, 1.889], [5.307, 1.642, -0.012], [4.592, 3.145, -0.571], [1.455, 2.880, 3.629], [0.062, 1.223, 2.483], [-0.378, -2.597, -0.591], [-2.434, -1.414, -4.765], [-1.317, -0.807, -4.058], [-0.278, -1.710, -3.613], [-0.967, 0.520, -4.047], [0.163, 0.815, -3.448], [-1.755, 1.461, -4.674], [-3.193, 1.372, -4.786], [-1.151, 2.695, -5.145], [-2.500, -1.072, -5.816], [-2.227, -2.492, -4.768], [-3.405, -1.268, -4.257], [0.646, -1.123, -3.547], [-0.494, -2.113, -2.618], [-0.197, -2.529, -4.332], [0.350, 1.822, -3.400], [-3.674, 1.008, -3.866], [-3.572, 2.382, -4.995], [-3.485, 0.740, -5.636], [-0.080, 2.510, -5.297], [-1.623, 2.991, -6.089], [-1.279, 3.500, -4.406]],
  "forces_ev_per_a": [[-0.11, -0.12, 0.50], [0.84, 0.58, -0.08], [-0.49, -0.17, -0.48], [0.20, -0.13, 0.25], [-0.46, -0.37, -0.64], [0.94, 0.08, -0.19], [-0.66, 0.27, -0.09], [0.51, 0.23, 0.00], [-0.47, 0.16, 0.08], [0.18, -0.01, 0.09], [-0.06, -0.34, 0.92], [-0.47, 0.72, 0.29], [0.03, 0.09, 0.36], [-0.58, -0.37, -0.06], [0.04, 0.28, -0.42], [-0.51, -0.64, 0.20], [-0.25, 0.13, 0.23], [0.38, 0.41, -0.51], [0.06, -0.15, 0.37], [0.51, 0.23, -0.70], [-0.29, -0.26, 0.01], [0.56, -0.31, 0.10], [-0.53, -0.01, 0.50], [-0.17, -0.22, -0.22], [0.31, -0.07, -0.09], [0.09, 0.28, -0.10], [0.11, 0.10, -0.22], [0.26, -0.05, 0.05], [-0.05, 0.10, 0.04], [0.07, 0.09, 0.05], [-0.19, 0.15, 0.09], [0.09, -0.09, 0.20], [0.25, -0.24, -0.43], [-0.27, -0.19, -0.20], [0.16, -0.10, 0.12], [0.06, 0.15, 0.28], [0.27, 0.20, -0.11], [-0.28, -0.31, -0.05], [0.19, -0.10, 0.00], [0.01, -0.18, 0.10], [-0.06, -0.16, -0.27], [-0.10, -0.06, 0.10], [-0.05, 0.08, 0.03], [-0.06, 0.24, 0.01], [0.03, -0.09, 0.23], [-0.03, -0.13, -0.51], [0.22, 0.20, -0.16], [-0.28, 0.17, 0.27], [-0.02, -0.13, -0.22], [-0.32, 0.09, -0.06], [0.25, -0.11, 0.14], [1.15, 0.80, 0.63], [-0.39, 0.61, -0.20], [-0.07, -0.39, -0.18], [-0.37, 0.10, -0.33], [0.16, -0.15, 0.36], [-0.01, -0.21, 0.50], [-0.24, 0.32, -0.14], [0.43, 0.00, -0.30], [-0.19, -0.56, -0.10], [-0.04, -0.13, -0.06], [0.13, 0.02, 0.17], [-0.39, -0.55, -0.18], [0.20, 0.09, -0.27], [0.03, -0.29, 0.20], [-0.23, 0.21, 0.27], [-0.31, 0.25, -0.15], [0.18, -0.04, 0.20], [0.09, 0.03, -0.21]],
  "mulliken_charge": [-0.892, -0.002, -0.731, -0.901, -0.552, 0.834, 1.444, -1.362, -1.111, 0.487, -0.415, 0.518, -1.062, 0.872, 0.877, -0.021, -1.157, -0.599, -0.893, -0.815, -0.476, -1.677, -1.307, 0.280, 0.316, 0.317, 0.439, 0.371, 0.344, 0.355, 0.419, 0.297, 0.190, 0.908, 0.306, 0.447, 0.368, 0.331, 0.383, 0.321, 0.415, 0.363, 0.331, 0.425, 0.327, 0.267, 0.826, 0.435, -1.099, 0.176, -1.144, 0.601, -0.766, 0.147, -1.106, -1.354, 0.367, 0.412, 0.290, 0.423, 0.232, 0.497, 0.180, 0.359, 0.421, 0.274, 0.481, 0.429, 0.340]
}